Computed, not measured: 3 unconnected molecules or ions with the total composition C3H4N2O3 in a non-equilibrium geometry, with the ωB97M-V functional and the def2-TZVPD basis.

Output
E in hartree: -451.66014
Orbital gap in Ha: 0.3031
Lowest unoccupied orbital energy in eV: -1.9

Geometry as ORCA input:
```
! RIJCOSX wB97M-V def2-TZVPD def2/J DEFGRID3
* xyz 0 1
C 0.319 -0.040 -1.020
O -0.541 1.744 0.390
H 0.203 -0.948 -1.521
N -0.754 -1.588 2.215
H -1.977 -1.579 -0.079
N 1.585 -0.211 -0.218
C -1.476 -1.127 1.350
H 0.000 1.464 1.169
H -1.211 1.541 -1.506
O 2.369 -1.058 -0.520
O 1.908 0.718 0.502
C -0.424 1.085 -0.762
*
```

Computed, not measured: 3 unconnected molecules or ions with the total composition C36H51N5O5P2S2 in a non-equilibrium geometry, with the ωB97M-V functional and the def2-TZVPD basis.

Output
SMILES string: CCN[C@@](O[C@@](O)(C[C@H](C)OCc1ccccc1)[PH2]=N)(c1ccncc1)[C@@](S)(CCC(N)=O)O[C@H](N)[PH2]=S.c1ccccc1.c1ccccc1
E in hartree: -3531.17541
Orbital gap in Ha: 0.3023
Lowest unoccupied orbital energy in eV: 0.3

Geometry as ORCA input:
```
! RIJCOSX wB97M-V def2-TZVPD def2/J DEFGRID3
* xyz 0 1
H 5.680 0.088 -2.812
C 1.328 -1.645 4.719
H -3.330 1.203 -0.802
N 5.839 0.609 -0.015
H 3.244 0.209 -2.150
C 6.156 0.131 -6.166
C -8.417 -4.123 0.294
H 5.001 3.266 -5.583
H -8.573 -5.408 -1.419
C -1.262 4.772 1.509
H 1.641 1.637 4.704
C -1.835 -2.113 1.682
C 2.447 -3.422 0.665
C 0.216 -1.004 0.860
H -2.514 -0.964 -1.408
C -7.241 -2.052 -0.050
H -1.978 6.775 2.152
C 1.437 5.992 1.894
H 5.758 1.814 -7.441
H -3.346 -0.150 0.378
H 0.289 2.558 -1.120
C 1.265 4.601 1.458
C -1.068 6.164 1.950
H -8.958 -4.798 0.947
H 1.653 0.928 -0.610
C 5.301 1.756 -4.085
P -0.843 1.862 -1.623
C -1.338 0.354 -0.509
H 0.298 7.834 2.534
H 0.626 -2.885 3.039
H -2.776 -3.031 -0.191
H -1.804 1.923 1.805
H 6.450 -1.373 -4.659
O -1.578 -0.693 -1.404
H -6.862 -1.112 0.336
S 3.081 -5.009 -2.096
H 0.574 1.531 -3.218
H 3.730 -3.717 2.235
H -3.152 4.155 2.403
H -6.486 -1.718 -2.033
O -2.924 3.151 0.509
C -2.780 0.768 0.088
S 1.400 -1.854 -1.660
C 5.319 2.250 -5.384
C -2.731 1.899 1.178
H -4.444 0.626 2.008
C 2.308 0.189 -0.098
C -2.737 4.272 1.368
C -8.202 -4.465 -1.036
C -0.056 3.984 1.284
O 4.533 2.235 -1.074
H 2.433 6.465 2.039
H 6.299 -0.061 -0.652
C 6.132 -0.358 -4.865
H 4.652 -3.103 -0.892
N -0.407 1.268 -3.052
H 2.816 -5.016 1.848
H 2.755 0.544 0.863
H -1.969 2.701 -1.879
H 1.456 -2.508 5.420
H -3.172 -3.853 1.352
H 4.024 -1.020 -1.005
C -3.007 -2.840 0.886
C 1.439 0.607 4.301
H -3.633 1.753 3.273
C -7.029 -2.392 -1.380
C 1.035 0.568 2.903
H -3.957 -2.254 1.019
N 1.612 -0.399 5.191
H -2.092 -1.083 2.029
N 2.761 -4.001 2.024
H -8.108 -2.647 1.823
H -7.350 -3.862 -2.913
H 2.214 4.032 1.288
H -3.314 5.123 0.900
C 5.745 1.435 -6.426
C -7.939 -2.915 0.787
N -0.569 -2.225 0.925
H 1.427 -3.806 0.422
C 1.610 -1.243 0.059
C -3.933 1.597 2.207
O -0.439 0.219 0.564
H -0.685 -2.679 0.022
C -7.512 -3.598 -1.874
H 0.407 -2.795 -1.720
H 5.480 0.029 0.754
C 0.874 -1.839 3.350
C 0.719 -0.788 2.367
H 4.974 2.386 -3.268
C 5.702 0.462 -3.828
H 0.967 1.488 2.282
H 4.551 -5.149 0.212
H -0.194 2.919 0.985
P 3.794 -4.166 -0.488
C 3.559 -0.010 -1.089
H 6.493 -0.504 -6.977
O 2.561 -2.010 0.827
C 0.228 6.780 2.167
H -1.696 -2.725 2.623
H -4.701 2.400 1.989
C 4.649 1.073 -0.742
*
```

Computed, not measured: a molecular structure, C12H15N3O2Pt in a non-equilibrium geometry, with the ωB97M-V functional and the def2-TZVPD basis.

Output
E in hartree: -900.13525
Orbital gap (alpha / beta) in Ha: 0.2319 / 0.2290
<S²>: 2.022
Lowest unoccupied orbital energy (alpha / beta) in eV: -0.3 / -2.3

Geometry as ORCA input:
```
! RIJCOSX wB97M-V def2-TZVPD def2/J DEFGRID3
* xyz 0 3
H -11.873 -4.258 -7.672
C -17.997 -4.889 -3.950
H -19.575 -4.921 -2.514
C -18.514 -4.806 -2.707
C -10.332 -4.118 -5.403
O -13.718 -3.876 -2.176
C -16.646 -4.694 -4.168
H -13.397 -4.058 -6.643
C -16.330 -4.254 -1.792
C -11.695 -4.460 -5.488
Pt -11.751 -3.744 -2.657
H -7.659 -3.368 -3.477
N -9.949 -3.370 -0.234
C -17.688 -4.509 -1.642
H -18.113 -4.305 -0.637
H -16.183 -4.690 -5.129
H -10.954 -3.464 -0.274
H -18.635 -5.051 -4.825
N -12.479 -4.259 -4.379
O -9.918 -3.495 -3.051
C -15.783 -4.396 -3.093
H -12.834 -5.399 -7.151
H -9.522 -2.959 0.527
C -12.394 -4.561 -6.771
C -14.339 -4.186 -3.253
H -7.456 -4.237 -5.029
C -9.561 -3.789 -4.290
H -8.070 -3.166 -5.507
H -9.604 -3.316 -1.204
C -8.097 -3.640 -4.527
H -9.779 -4.076 -6.372
N -13.800 -4.423 -4.450
H -15.670 -3.957 -0.998
*
```

Computed, not measured: a molecular structure, C2H4BrNS in a non-equilibrium geometry, with the ωB97M-V functional and the def2-TZVPD basis.

Output
E in hartree: -3105.53025
Orbital gap in Ha: 0.3744
Lowest unoccupied orbital energy in eV: 0.7

Geometry as ORCA input:
```
! RIJCOSX wB97M-V def2-TZVPD def2/J DEFGRID3
* xyz 0 1
C -1.150 0.443 0.106
Br -3.121 0.090 0.009
H 1.645 -1.775 -0.185
H 1.437 -0.446 -1.145
N -0.519 1.505 0.110
H -0.862 2.381 0.304
H 1.712 -0.257 0.804
C 1.327 -0.816 -0.107
S -0.470 -1.126 0.104
*
```

Computed, not measured: C15H10F6N4O6 in the gas phase in a non-equilibrium geometry, with the ωB97M-V functional and the def2-TZVPD basis.

Output
SMILES string: O=C(O)C1=NN(CC(F)(F)F)C(=O)/C1=C\C=C\c1c(C(=O)O)nn(CC(F)(F)F)c1O
E in hartree: -1847.18533
Orbital gap in Ha: 0.2775
Lowest unoccupied orbital energy in eV: -1.5

Geometry as ORCA input:
```
! RIJCOSX wB97M-V def2-TZVPD def2/J DEFGRID3
* xyz 0 1
H -2.182 -1.690 -2.212
N 1.565 3.539 -1.872
C 0.511 2.764 -2.045
H 1.652 0.190 0.659
F -1.707 -2.762 4.074
C -0.331 -2.423 0.533
H 4.001 4.258 -0.703
F 4.114 5.699 1.198
C -0.587 2.919 -3.055
C 3.270 3.816 -0.039
C 0.460 1.791 -0.948
F 2.144 4.442 1.876
F 0.275 -3.391 4.966
H -0.199 -4.736 3.090
F 2.204 5.757 0.104
C -0.410 0.660 -0.717
H -4.810 -3.494 -1.832
C 2.959 4.977 0.852
C 0.028 -3.722 2.691
C -0.550 -0.256 -1.728
N 2.168 3.158 -0.699
N -1.552 -4.170 0.865
C -2.045 -3.572 -0.221
O -0.339 3.530 -4.088
F 0.116 -1.584 3.708
C -1.379 -1.531 -1.538
O -1.846 2.610 -2.620
O 0.656 -1.726 0.703
O -3.379 -5.205 -1.352
H -2.380 2.816 -3.326
O 1.981 1.108 0.779
C -0.324 -2.821 3.929
H -0.274 -0.068 -2.762
C -3.232 -4.040 -1.010
C 1.536 2.010 -0.255
H -0.719 0.356 0.259
C -1.316 -2.338 -0.499
H 3.775 3.070 0.596
O -4.161 -3.054 -1.234
N -0.688 -3.396 1.471
H 0.993 -3.489 2.403
*
```

Computed, not measured: C5H6O in the gas phase in a non-equilibrium geometry, with the ωB97M-V functional and the def2-TZVPD basis.

Output
SMILES string: C=CC(=O)C=C
E in hartree: -269.21792
Orbital gap in Ha: 0.3644
Lowest unoccupied orbital energy in eV: 0.3

Geometry as ORCA input:
```
! RIJCOSX wB97M-V def2-TZVPD def2/J DEFGRID3
* xyz 0 1
C 0.820 0.741 -0.886
H -1.605 -1.765 -0.091
O 0.077 -1.225 -1.927
H -1.121 -1.215 2.405
C -0.834 -1.071 0.303
H 0.568 2.899 -0.461
H 0.707 -0.703 1.549
C 0.426 1.778 -0.262
C -0.313 -1.043 1.508
C 0.186 -0.655 -0.875
H -0.296 1.202 0.518
H 1.385 1.057 -1.781
*
```

Computed, not measured: 5 unconnected molecules or ions with the total composition C2H15N2O4 in a non-equilibrium geometry, with the ωB97M-V functional and the def2-TZVPD basis.

Output
E in hartree: -495.46355
Orbital gap in Ha: 0.4182
Lowest unoccupied orbital energy in eV: -2.7

Geometry as ORCA input:
```
! RIJCOSX wB97M-V def2-TZVPD def2/J DEFGRID3
* xyz 1 1
H 0.021 1.084 0.576
C 0.042 0.282 -0.155
H -3.432 1.706 4.138
H 0.031 -0.614 -3.722
H 1.478 -3.840 -1.666
C 2.351 -0.176 0.297
H -0.384 2.739 2.087
N 1.078 -0.483 -0.327
O -0.347 -1.220 -3.071
H 2.184 0.335 1.240
H 0.125 -2.041 -3.269
H -1.885 0.727 -0.518
O 1.202 -3.143 -1.060
H 2.872 -1.085 0.596
H 0.016 3.827 1.115
H 3.035 0.378 -0.338
O -3.536 2.256 3.347
H 1.045 -1.312 -0.922
H 1.117 -3.599 -0.213
N -1.130 0.088 -0.708
H -4.220 1.741 2.878
H -1.329 -0.579 -1.448
O -0.334 2.927 1.141
*
```

Q: Which of these has the highest E?
A: C5H6O